[1]
DFT (ωB97M-V with the def2-TZVPD basis set) results for a 2-piece molecular cluster, C6H15NOSi overall in a non-equilibrium geometry.

The value obtained for the HOMO energy is -8.2 eV. For the LUMO energy, the calculation gives 0.82 eV. Its multiplicity is 1. As for the electronic energy: -657.00349 hartree. The value obtained for the HOMO-LUMO gap is 9.0 eV. As for the total charge: 0.

Last column: Löwdin charge in e.
Positions of all 24 atoms, in Å:
C  -1.99  -1.23  -0.34  -0.013
C  -0.26  0.09  2.41  -0.040
C  -0.85  1.79  -0.84  -0.201
C  1.02  -0.53  -1.95  -0.162
C  2.00  1.53  0.14  -0.182
C  0.27  -0.51  1.10  -0.485
N  -1.66  -2.49  -0.20  0.045
O  0.76  -1.65  1.09  -0.058
Si  0.49  0.59  -0.50  0.520
H  -3.07  -1.19  -0.15  0.027
H  -1.20  -0.29  2.63  0.050
H  0.45  -0.01  3.21  0.081
H  -0.42  1.13  2.20  0.054
H  -1.72  1.08  -1.16  0.030
H  -1.05  2.28  0.10  0.022
H  -0.68  2.44  -1.70  0.030
H  0.25  -1.02  -2.41  -0.023
H  1.58  0.10  -2.60  0.015
H  1.77  -1.29  -1.61  0.054
H  2.06  2.60  -0.07  0.020
H  2.10  1.45  1.20  0.001
H  2.98  1.01  -0.23  0.069
H  -2.24  -3.20  -0.12  0.034
H  -0.62  -2.68  -0.20  0.112

[2]
DFT (ωB97M-V with the def2-TZVPD basis set) results for C5H11Cl8Hg2O as an isolated structure in a non-equilibrium geometry.

The value obtained for the HOMO energy is -18.0 eV. For the LUMO energy, the calculation gives -16.12 eV. Its multiplicity is 1. As for the electronic energy: -4259.26640 hartree. The value obtained for the HOMO-LUMO gap is 1.9 eV. As for the total charge: +3.

Last column: Löwdin charge in e.
Positions of all 27 atoms, in Å:
Hg  15.47  -10.92  -15.83  1.154
Hg  18.14  -12.09  -18.01  1.160
C  18.33  -11.58  -14.54  -0.227
O  17.67  -11.59  -15.79  -0.690
H  18.98  -10.73  -14.34  0.080
H  17.66  -11.74  -13.69  0.047
H  19.02  -12.43  -14.62  0.096
C  15.22  -13.96  -12.49  -0.924
Cl  16.86  -14.13  -11.79  0.561
Cl  15.14  -13.71  -14.25  0.520
H  14.74  -14.92  -12.29  0.051
H  14.71  -13.17  -11.95  0.037
C  21.14  -14.18  -11.49  -0.999
Cl  22.67  -13.32  -11.60  0.676
Cl  21.37  -15.81  -10.85  0.701
H  20.46  -13.67  -10.80  0.043
H  20.62  -14.21  -12.45  0.039
C  21.48  -8.31  -11.77  -0.982
Cl  21.32  -10.04  -11.80  0.632
Cl  21.42  -7.62  -13.38  0.659
H  20.62  -7.93  -11.21  0.058
H  22.39  -8.02  -11.25  0.077
C  16.66  -10.78  -10.30  -1.038
Cl  17.28  -9.34  -11.06  0.592
Cl  16.85  -10.76  -8.53  0.657
H  15.62  -10.92  -10.58  0.041
H  17.28  -11.62  -10.63  -0.020

[3]
DFT (ωB97M-V with the def2-TZVPD basis set) results for the molecule C18H18N2O2S in a non-equilibrium geometry.

As for the structure (SMILES): CCc1c(C)nc(S[C@@H](C(=O)O)c2ccccc2)c(C#N)c1C. The value obtained for the HOMO energy is -8.6 eV. For the LUMO energy, the calculation gives 0.35 eV. Its multiplicity is 1. As for the electronic energy: -1354.92689 hartree. The value obtained for the HOMO-LUMO gap is 8.9 eV. As for the total charge: 0.

Last column: Löwdin charge in e.
Positions of all 41 atoms, in Å:
C  -3.05  -0.11  -2.99  -0.077
C  -1.64  0.32  -3.41  -0.196
C  -0.81  0.69  -2.22  -0.136
C  -0.05  -0.27  -1.54  -0.246
C  0.02  -1.70  -1.98  -0.008
N  0.68  0.02  -0.47  0.114
C  0.70  1.25  0.00  -0.497
S  1.68  1.58  1.41  1.089
C  2.31  -0.12  1.76  -0.410
C  3.46  0.08  2.72  -0.572
O  3.38  0.07  3.92  0.131
O  4.60  0.27  2.06  0.110
C  1.24  -1.00  2.32  -0.261
C  0.46  -0.58  3.39  -0.045
C  -0.51  -1.41  3.92  -0.071
C  -0.71  -2.67  3.38  -0.090
C  0.07  -3.10  2.32  -0.082
C  1.04  -2.27  1.79  -0.047
C  -0.02  2.29  -0.60  -0.188
C  0.04  3.59  -0.05  -0.241
N  0.10  4.64  0.39  0.188
C  -0.79  2.01  -1.73  -0.145
C  -1.55  3.11  -2.40  -0.012
H  -3.64  -0.38  -3.86  0.075
H  -3.02  -0.96  -2.32  0.070
H  -3.56  0.70  -2.47  0.070
H  -1.17  -0.51  -3.95  0.105
H  -1.71  1.16  -4.09  0.105
H  0.59  -2.26  -1.25  0.068
H  0.50  -1.78  -2.95  0.090
H  -0.98  -2.13  -2.05  0.080
H  2.68  -0.49  0.81  0.114
H  5.33  0.44  2.68  0.137
H  0.61  0.41  3.80  0.107
H  -1.11  -1.07  4.75  0.104
H  -1.47  -3.32  3.79  0.100
H  -0.09  -4.08  1.90  0.101
H  1.65  -2.60  0.97  0.108
H  -1.47  4.03  -1.83  0.074
H  -1.16  3.29  -3.40  0.099
H  -2.61  2.85  -2.50  0.086

[4]
DFT (ωB97M-V with the def2-TZVPD basis set) results for a 2-piece molecular cluster, F2HNS overall in a non-equilibrium geometry.

The value obtained for the HOMO energy (spin up / spin down) is -10.8 / -10.7 eV. For the LUMO energy (spin up / spin down), the calculation gives -1.21 / -1.21 eV. Its multiplicity is 1. As for the electronic energy: -653.15034 hartree. The value obtained for the HOMO-LUMO gap (spin up / spin down) is 9.5 / 9.5 eV. As for the total charge: 0.

Last column: Löwdin charge in e.
Positions of all 5 atoms, in Å:
N  -0.45  0.03  -0.39  -0.362
F  -0.87  1.60  0.38  -0.339
F  1.59  -0.91  0.70  -0.450
S  0.96  -0.18  -0.69  1.037
H  -1.23  -0.54  0.00  0.114

[5]
DFT (ωB97M-V with the def2-TZVPD basis set) results for a 9-piece molecular cluster, C12H43BF4N3O8 overall in a non-equilibrium geometry.

The value obtained for the HOMO energy is -7.0 eV. For the LUMO energy, the calculation gives 2.75 eV. Its multiplicity is 1. As for the electronic energy: -1673.81608 hartree. The value obtained for the HOMO-LUMO gap is 9.7 eV. As for the total charge: -1.

Last column: Löwdin charge in e.
Positions of all 71 atoms, in Å:
B  -7.04  -15.74  -11.59  -1.236
F  -6.91  -15.20  -12.91  0.060
F  -5.74  -15.99  -11.12  0.111
F  -7.72  -14.81  -10.83  0.160
F  -7.73  -16.95  -11.75  0.112
O  -8.68  -15.61  -15.02  -0.059
H  -8.07  -15.16  -15.61  0.043
H  -8.19  -15.71  -14.19  0.005
O  -9.11  -13.20  -13.04  -0.066
H  -9.19  -13.70  -13.86  0.007
H  -8.28  -13.50  -12.67  -0.006
O  -5.99  -15.29  -8.26  -0.052
H  -6.15  -15.45  -9.20  0.004
H  -5.50  -14.46  -8.24  0.019
O  -10.41  -17.58  -11.22  -0.066
H  -9.47  -17.34  -11.18  0.002
H  -10.81  -16.87  -11.72  0.037
O  -4.84  -18.15  -12.76  -0.056
H  -5.60  -18.63  -13.09  -0.008
H  -5.22  -17.56  -12.09  0.003
C  -7.67  -18.78  -14.87  -0.058
C  -8.64  -19.91  -14.51  -0.449
C  -8.12  -20.64  -13.28  -0.194
O  -8.71  -21.91  -13.01  -0.174
C  -8.50  -22.86  -14.00  -0.147
N  -10.00  -19.39  -14.37  0.052
H  -6.70  -19.23  -15.13  0.080
H  -7.58  -18.09  -14.03  0.058
H  -8.04  -18.29  -15.77  0.075
H  -8.65  -20.58  -15.37  0.118
H  -8.33  -20.05  -12.39  0.133
H  -7.02  -20.73  -13.32  0.121
H  -7.44  -23.12  -14.14  0.090
H  -8.96  -22.61  -14.96  0.078
H  -9.03  -23.79  -13.75  0.085
H  -10.02  -18.82  -13.52  0.058
H  -10.58  -20.17  -14.07  0.071
C  -8.44  -11.50  -7.42  -0.054
C  -7.06  -12.15  -7.62  -0.445
C  -6.08  -11.22  -8.32  -0.223
O  -6.57  -10.70  -9.52  -0.182
C  -6.91  -11.71  -10.45  -0.090
N  -6.46  -12.62  -6.34  0.037
H  -8.27  -10.48  -7.03  0.080
H  -9.05  -12.06  -6.72  0.074
H  -8.97  -11.36  -8.36  0.072
H  -7.26  -13.07  -8.18  0.110
H  -5.15  -11.80  -8.51  0.117
H  -5.85  -10.40  -7.64  0.125
H  -6.06  -12.39  -10.55  0.061
H  -7.07  -11.21  -11.40  0.100
H  -7.78  -12.29  -10.13  0.078
H  -6.73  -13.59  -6.22  0.061
H  -6.89  -12.11  -5.57  0.058
C  -3.58  -14.90  -15.98  -0.078
C  -4.04  -14.03  -14.84  -0.452
C  -2.88  -13.71  -13.92  -0.208
O  -3.21  -12.77  -12.91  -0.186
C  -4.01  -13.36  -11.90  -0.110
N  -4.67  -12.82  -15.40  0.048
H  -3.03  -15.77  -15.62  0.081
H  -2.90  -14.35  -16.65  0.075
H  -4.41  -15.24  -16.59  0.075
H  -4.79  -14.63  -14.32  0.125
H  -2.02  -13.30  -14.46  0.127
H  -2.56  -14.64  -13.44  0.126
H  -5.00  -13.54  -12.31  0.076
H  -4.08  -12.70  -11.04  0.077
H  -3.56  -14.26  -11.45  0.099
H  -3.94  -12.33  -15.91  0.066
H  -4.85  -12.20  -14.61  0.065

[6]
DFT (ωB97M-V with the def2-TZVPD basis set) results for C26H48OP2Ru as an isolated structure in a non-equilibrium geometry.

The value obtained for the HOMO energy (spin up / spin down) is -9.4 / -9.8 eV. For the LUMO energy (spin up / spin down), the calculation gives -2.04 / -4.64 eV. Its multiplicity is 6. As for the electronic energy: -1871.75803 hartree. The value obtained for the HOMO-LUMO gap (spin up / spin down) is 7.4 / 5.2 eV. As for the total charge: +1.

Last column: Löwdin spin population.
Positions of all 78 atoms, in Å:
Ru  -0.21  -0.46  0.17  1.984
C  -0.94  -1.62  2.08  0.005
C  0.41  -1.98  1.53  0.078
C  0.67  -0.70  3.48  0.031
C  -0.72  -0.87  3.28  0.254
C  1.37  -1.30  2.43  0.229
C  -2.19  -2.40  1.88  0.003
H  -2.17  -2.99  0.96  0.001
H  -3.05  -1.71  1.84  -0.001
H  -2.37  -3.10  2.72  -0.001
C  -1.74  -0.51  4.29  0.044
H  -2.70  -0.97  4.07  0.000
H  -1.91  0.57  4.36  0.015
H  -1.45  -0.84  5.30  0.009
C  1.28  -0.09  4.69  -0.009
H  1.10  -0.68  5.60  -0.003
H  0.89  0.91  4.89  -0.001
H  2.36  0.01  4.59  0.000
C  2.84  -1.46  2.43  0.031
H  3.22  -2.12  3.23  0.010
H  3.32  -0.48  2.57  0.007
H  3.19  -1.87  1.47  0.000
C  0.74  -3.34  0.99  0.022
H  1.19  -3.92  1.80  0.004
H  1.47  -3.26  0.17  0.004
H  -0.16  -3.88  0.67  0.000
C  -1.21  1.31  -3.02  0.598
C  -1.79  -0.02  -3.12  0.097
C  -1.27  -0.91  -4.33  0.003
C  0.20  -0.87  -4.77  0.001
C  1.21  -0.53  -3.72  0.003
C  1.69  0.72  -3.55  0.011
C  1.04  1.98  -4.02  0.038
C  -0.51  1.92  -4.16  0.085
H  -1.87  -0.56  -5.19  0.001
H  0.28  -0.17  -5.63  0.000
H  -1.56  -1.95  -4.14  0.000
H  -0.79  1.42  -5.11  0.009
H  -1.63  2.01  -2.29  0.023
H  -2.87  0.08  -3.45  0.041
H  -0.86  2.96  -4.21  0.011
H  1.26  2.77  -3.28  0.000
H  2.67  0.90  -3.09  0.001
H  1.45  2.31  -4.98  0.001
H  0.45  -1.88  -5.14  0.000
H  1.70  -1.41  -3.27  0.000
P  -1.84  -0.69  -1.44  0.071
C  -3.25  0.27  -0.77  0.023
C  -1.44  -2.43  -1.66  0.048
P  2.18  0.34  -0.08  0.084
C  0.65  0.91  -0.93  0.038
C  3.04  -0.90  -1.14  0.010
C  2.88  2.01  -0.23  0.037
H  -2.87  0.93  0.02  0.003
H  -3.96  -0.44  -0.33  0.000
H  -3.76  0.93  -1.50  0.004
H  -0.65  -2.56  -2.41  0.002
H  -2.34  -3.01  -1.91  0.007
H  -1.00  -2.77  -0.71  0.013
H  2.77  2.37  -1.26  0.002
H  3.93  1.93  0.08  0.001
H  2.31  2.64  0.47  0.001
H  0.37  1.96  -0.84  0.010
H  0.55  0.58  -1.95  0.024
H  3.87  -1.28  -0.51  0.000
H  3.44  -0.46  -2.06  0.001
H  2.40  -1.77  -1.38  0.002
C  -1.96  2.68  2.04  0.002
C  -0.45  2.68  2.24  0.092
C  -0.05  2.93  3.70  0.039
O  0.13  1.56  1.71  0.789
H  -2.39  1.74  2.39  0.001
H  -2.20  2.79  0.97  0.000
H  -2.45  3.51  2.58  -0.001
H  -0.06  3.57  1.69  0.052
H  -0.55  2.21  4.36  0.002
H  1.03  2.83  3.81  0.000
H  -0.34  3.94  4.02  0.001